a) The following is a DFT calculation (wB97M-V/def2-TZVPD) of a gas-phase ion, C3H6N (charge +1).

total charge: +1
lowest unoccupied orbital energy: -0.1610 hartree

Last column: Mulliken charge in e.
Element x y z (Å)
1 C -0.2155 -0.6810 -0.1024  -0.2220
2 H -2.0395 0.1789 -0.6385  0.3978
3 H -0.6797 1.3073 -0.3238  0.3878
4 C 2.2457 0.2017 0.1149  -0.1084
5 H -0.2939 -0.9252 -1.1740  0.2879
6 H -0.4525 -1.6210 0.5133  0.3507
7 H -1.4889 0.4795 1.0466  0.3649
8 C 1.0296 -0.0816 0.1330  -0.4806
9 N -1.2295 0.4730 0.0261  -0.4195
10 H 3.1241 0.6684 0.4048  0.4413

b) The following is a DFT calculation (wB97M-V/def2-TZVPD) of a gas-phase ion, C3H6N (charge +1).

total charge: +1
lowest unoccupied orbital energy: -0.2439 hartree

Last column: Mulliken charge in e.
Element x y z (Å)
1 C -1.5916 0.0050 -0.7864  -0.0582
2 H -1.6365 -1.0246 -1.0696  0.2557
3 N -0.6227 0.3304 -0.0170  -0.0536
4 H 2.2755 0.3606 -0.3486  0.2815
5 C 0.4488 -0.5493 0.4189  -0.0724
6 H 2.2510 0.2708 1.5159  0.2902
7 H -0.5729 1.2241 0.4056  0.3250
8 H -2.2165 0.8382 -1.1826  0.2756
9 C 1.7088 0.0815 0.5535  -0.5926
10 H -0.0439 -1.5367 0.5101  0.3488

Which one is most stable, and which one is least stable? a) is the most stable of them, while b) is the least stable.

a) The following is a DFT calculation (wB97M-V/def2-TZVPD) of 2 unconnected molecules or ions with the total composition CH2FN2O2.

total charge: -1
lowest unoccupied orbital energy: 0.1647 hartree

Last column: Mulliken charge in e.
Element x y z (Å)
1 H -1.1754 0.8218 -0.8165  0.2561
2 H -1.0345 -0.5361 0.8499  0.2987
3 O 2.3651 0.3839 -0.8526  -0.5861
4 C 1.6716 -0.1632 -0.0512  0.6249
5 N -2.0438 0.3011 -0.5629  -0.2701
6 N -1.9624 -0.4484 0.3886  -0.2972
7 O 1.3760 -1.2585 0.3261  -0.5822
8 F 0.8035 0.8995 0.7186  -0.4441

b) The following is a DFT calculation (wB97M-V/def2-TZVPD) of a molecular structure, CH2FN2O2.

total charge: -1
lowest unoccupied orbital energy: 0.1602 hartree

Last column: Mulliken charge in e.
Element x y z (Å)
1 O 0.8149 -1.4515 -0.4291  -0.6988
2 O 2.5578 -0.1950 -0.8317  -0.7580
3 C -1.0731 0.3937 0.4640  -0.0241
4 N 0.7710 0.7475 -0.1052  -0.6902
5 H -1.4756 1.0789 1.2480  0.1977
6 F -1.8353 0.4999 -0.6599  -0.2746
7 H -1.1189 -0.7381 0.7684  0.1182
8 N 1.3593 -0.3355 -0.4545  1.1298

Which one is most stable, and which one is least stable? a) is the most stable of them, while b) is the least stable.

a) The following is a DFT calculation (wB97M-V/def2-TZVPD) of 10 unconnected molecules or ions with the total composition C20H40Br20.

lowest unoccupied orbital energy: -0.0013 hartree

Last column: Mulliken charge in e.
Element x y z (Å)
1 H -9.8348 1.9307 -6.2808  0.3733
2 H 7.4283 0.6019 1.8261  0.3670
3 C 3.1161 -9.5209 -0.2534  -0.5525
4 H 2.8890 -1.5579 -5.4781  0.3793
5 H 1.8913 -3.0370 -7.9988  0.3850
6 H 1.0054 3.5516 6.7365  0.3540
7 H -7.3932 -1.8787 1.9668  0.3295
8 H -5.2587 7.8948 -0.8706  0.3242
9 Br -8.1408 0.0882 -6.1917  -0.1389
10 H 5.5373 5.1805 -6.0240  0.4048
11 Br -5.9419 -3.8373 1.8474  -0.1650
12 H 3.4730 7.0990 -5.1809  0.3658
13 Br 3.4599 4.9198 -3.9085  -0.1704
14 C 3.1215 -2.3605 -6.1781  -0.6123
15 C -8.0114 -2.7475 0.1333  -0.4581
16 Br -2.6206 8.8514 -2.0614  -0.1467
17 H 1.0678 -2.6489 -6.4904  0.3268
18 H 2.3877 -3.5122 9.4296  0.3577
19 C -0.7330 4.7291 6.4767  -0.6141
20 Br 1.6588 5.1311 4.8215  -0.1287
21 H -2.1036 0.0194 0.9290  0.4092
22 H -2.3168 7.3268 -0.2188  0.3085
23 H 2.8537 -5.2496 11.2108  0.3615
24 H -1.2058 3.8978 5.9537  0.3647
25 H 8.4871 -2.1216 2.6378  0.3463
26 Br 1.5250 -0.5386 -7.7992  -0.1202
27 H -7.8147 -3.7056 -0.3476  0.3479
28 C 1.9052 -2.3757 -7.1324  -0.5912
29 Br 5.1819 -4.7727 10.4592  -0.1731
30 C -7.6710 -2.8534 1.5658  -0.6189
31 Br 0.0389 -0.6473 2.3065  -0.1644
32 H -8.4185 -3.2877 2.2297  0.3917
33 H -2.9448 6.3641 -1.4666  0.4031
34 C -1.0178 0.0249 0.8330  -0.6374
35 H 4.1507 -9.6830 0.0488  0.3779
36 Br -5.3465 5.8499 0.4092  -0.1638
37 C 8.4213 -1.0410 2.7644  -0.5218
38 C -8.3384 2.7683 -4.8667  -0.5489
39 H 2.8973 -4.4754 8.1906  0.3732
40 H 3.1188 5.7431 -6.3149  0.3621
41 Br -9.8678 -2.2476 -0.1134  -0.1454
42 Br 8.5864 -0.4115 -0.0843  -0.1568
43 H -7.4326 -1.9458 -0.3253  0.3187
44 Br 5.6028 7.7321 -6.8326  -0.1781
45 C -0.6236 -0.7443 -0.4839  -0.5541
46 H 3.5208 -6.4346 9.9457  0.3695
47 H -4.3128 8.2288 0.6363  0.3628
48 C 3.7242 6.0794 -5.4732  -0.5178
49 C 0.8158 4.6059 6.5351  -0.5583
50 C 2.5512 -4.5693 9.2199  -0.5380
51 C -4.4833 7.5404 -0.1914  -0.5010
52 Br -1.2576 6.5358 5.8989  -0.1194
53 H 6.6074 -0.8922 1.6208  0.4214
54 Br 0.7902 -5.4089 9.0988  -0.1488
55 C -3.1307 7.3021 -0.9434  -0.5871
56 C 3.3200 -5.4038 10.2377  -0.6018
57 H 3.2103 -3.3138 -5.6571  0.3844
58 H -0.8081 -1.8177 -0.4420  0.3803
59 H 5.7253 6.2968 -4.7390  0.4030
60 Br -8.9990 4.6583 -4.9824  -0.1569
61 Br 7.1333 -0.7003 4.3058  -0.1723
62 H 2.4319 -10.1507 0.3152  0.3578
63 H 3.4311 -9.0926 -2.3582  0.3822
64 H -7.2553 2.7107 -4.7593  0.3770
65 H 0.4220 -0.5048 -0.6774  0.3606
66 C -8.7521 1.9298 -6.1554  -0.6390
67 C 2.9923 -9.8163 -1.6713  -0.5955
68 H -0.7150 1.0675 0.7358  0.3698
69 Br -1.7015 0.0740 -1.8925  -0.1648
70 H 9.3964 -0.6145 3.0001  0.3917
71 H -8.3791 2.4291 -7.0496  0.3713
72 H 1.1994 5.2894 7.2925  0.3590
73 H 1.9724 -9.9368 -2.0364  0.3417
74 H -8.7856 2.2017 -4.0499  0.3626
75 C 7.6007 -0.4454 1.5779  -0.6755
76 C 5.1888 6.1532 -5.6769  -0.6694
77 Br 3.6481 -11.6110 -2.0511  -0.1381
78 Br 4.8422 -1.9345 -7.1410  -0.1516
79 Br 2.4526 -7.6779 0.1760  -0.1736
80 H -1.1654 4.7193 7.4773  0.3429

b) The following is a DFT calculation (wB97M-V/def2-TZVPD) of 10 unconnected molecules or ions with the total composition C20H40Br20.

lowest unoccupied orbital energy: 0.0011 hartree

Last column: Mulliken charge in e.
Element x y z (Å)
1 C -1.5382 -3.7478 -0.9532  -0.1157
2 H 4.7321 -4.3553 0.2944  0.2740
3 C -1.8015 -3.8699 3.1550  -0.3116
4 C 3.8991 -3.1390 1.9124  -0.6517
5 C 4.2506 -4.4759 1.2547  -0.5693
6 H -4.2826 1.1960 -0.6471  -0.0200
7 Br -1.5147 3.1652 -0.7457  -0.0009
8 H 0.6937 0.0100 1.5767  0.5340
9 Br 1.0207 2.6225 3.5728  -0.0297
10 C -2.6630 3.3676 1.8715  -0.5036
11 Br -0.8235 -2.4259 -2.2016  -0.1620
12 C -2.7311 -5.0301 2.9219  -0.3587
13 H -2.1931 -2.9972 3.6674  0.4485
14 C 0.0266 0.5322 0.8916  0.2217
15 H 3.0055 2.9735 5.0754  0.4021
16 H -0.7343 -3.8791 -0.2393  0.2685
17 H 4.1920 -2.3459 -4.7397  0.4336
18 H 0.3017 1.7213 -6.2675  0.4257
19 Br -4.3341 -4.3726 1.9910  -0.1625
20 C -4.3683 -0.8421 -1.1945  -0.2715
21 H -3.0334 -5.5411 3.8316  0.4178
22 Br 2.7869 -2.1889 0.6792  0.0553
23 Br 4.0937 4.6801 1.3252  -0.1554
24 H -2.2979 2.3885 2.1713  0.0781
25 H 3.4937 -3.1432 2.9210  0.4222
26 H -3.6851 3.2476 1.5206  0.4230
27 H 1.5122 2.9933 5.9728  0.3784
28 C 1.9213 5.3711 -0.5045  -0.0240
29 H -2.1225 -5.7487 2.3709  0.2401
30 H 3.2859 -4.9695 1.1426  0.3792
31 H 2.1897 5.2479 4.1130  0.0867
32 Br -1.9173 -6.6067 -0.5267  -0.1855
33 C 2.0006 3.3781 5.0772  -0.6515
34 C 2.7434 5.9017 0.6807  -0.5283
35 Br -2.8727 4.3316 3.5697  -0.1540
36 H -2.4933 -3.4049 -0.5716  0.1480
37 Br 2.1200 1.6560 -0.5363  -0.0608
38 C -4.9393 0.5672 -1.2494  -0.1849
39 Br -5.4096 -1.9778 -2.4480  -0.1625
40 H -2.7297 -4.9475 -2.2801  0.4103
41 Br -0.1751 -4.4830 4.0930  -0.1735
42 H 0.7843 5.1815 5.1695  0.3799
43 H 0.9915 -0.6599 -0.6069  -0.1570
44 Br -6.7546 0.6079 -0.4979  -0.1360
45 Br 0.2852 6.4877 -0.7212  -0.1765
46 H -0.3320 0.1056 -6.0654  0.3615
47 H 2.0377 -3.3547 -3.7705  0.3769
48 C 0.6359 0.3544 -0.4731  -0.3667
49 H 2.3902 -2.5438 -2.2712  -0.2799
50 Br 2.9513 5.6987 6.4507  -0.1550
51 C -1.8126 -5.0606 -1.7115  -0.7087
52 H -1.3669 -3.5334 2.2202  -0.1116
53 H -0.8551 4.4378 1.4108  0.1905
54 H -3.3192 -0.9320 -1.4638  -0.0701
55 H 1.5368 4.3910 -0.2494  -0.2556
56 C 3.7352 -1.9974 -3.8199  -0.5510
57 H 3.1989 6.8755 0.5377  0.3918
58 H -0.1173 1.5480 1.2331  -0.4423
59 H -2.0881 0.8306 -4.4620  0.3715
60 H 2.5462 5.3352 -1.3917  0.4499
61 H -0.3804 1.2290 -3.9359  -0.0406
62 C 2.8522 -3.0076 -3.1402  -0.0103
63 H -2.2012 5.1390 0.7686  0.4899
64 Br 2.6493 -0.3994 -4.2520  -0.1719
65 Br -1.8919 1.4515 -7.4583  -0.1810
66 H -4.4520 -1.1920 -0.1658  0.3994
67 H -0.0154 0.6305 -1.2960  0.2693
68 C -1.7937 4.1397 0.9356  -0.5003
69 H 4.4986 -1.6291 -3.1408  0.3516
70 Br 3.8888 -4.6168 -2.6874  -0.1651
71 Br 5.4254 -5.5862 2.3915  -0.1752
72 H 2.0132 6.0199 1.4817  0.2676
73 H -0.9924 -5.3296 -2.3678  0.3823
74 C -0.5916 1.1642 -6.0065  -0.7136
75 H -5.0335 0.9768 -2.2483  0.4464
76 C 1.8227 4.8849 5.0732  -0.3506
77 H 4.8271 -2.5817 2.0722  0.3883
78 C -1.1872 1.4035 -4.6488  -0.1048
79 Br -1.8472 3.1870 -4.3898  -0.1388
80 Br -1.6473 -0.5149 0.9489  -0.1637

Which one is most stable, and which one is least stable? b) is the most stable of them, while a) is the least stable.

a) The following is a DFT calculation (wB97M-V/def2-TZVPD) of a molecular structure, C6H16N2.

⟨S²⟩: 0.760
spin multiplicity: 2
total charge: +1
lowest unoccupied orbital energy (spin up / spin down): -0.1404 / -0.2826 hartree

Last column: Mulliken charge in e.
Element x y z (Å)
1 H -0.4405 -1.7103 -1.1289  0.3626
2 C 0.3588 0.0805 -2.0610  -0.6415
3 H -0.3532 1.4473 2.0104  0.4013
4 H -1.2135 -0.3680 1.8031  0.2290
5 H 2.3560 -1.3413 -0.0959  0.3387
6 H -3.2391 0.3328 1.8037  0.3481
7 H 2.4451 0.1397 -2.5538  0.2470
8 N -0.7563 -0.1976 0.7054  -0.3033
9 C 0.5706 -1.3280 -1.3823  -0.8570
10 H 1.0237 -2.4216 0.3485  0.2721
11 C 0.6929 -0.1780 0.7327  -0.5691
12 C -1.1889 0.7825 2.2042  -0.3101
13 H -0.3430 0.5815 -1.4526  0.5146
14 H -2.5814 1.7433 0.9270  0.3189
15 H 1.7794 1.7130 -2.3359  0.2132
16 H 0.1742 -0.2111 -3.1101  0.3144
17 H -2.9428 1.8981 2.6219  0.4126
18 H 0.8610 -2.0556 -2.1733  0.4281
19 H 1.0743 -0.2355 1.7811  0.6082
20 H -1.2050 0.4341 3.2367  0.3751
21 C 1.2752 -1.3406 -0.0504  -0.5779
22 C -2.5724 1.2360 1.8872  -1.1733
23 H 1.2579 0.7648 0.5414  0.4098
24 N 1.6892 0.7368 -2.1633  -0.3614

b) The following is a DFT calculation (wB97M-V/def2-TZVPD) of 2 unconnected molecules or ions with the total composition C6H16N2.

⟨S²⟩: 0.867
spin multiplicity: 2
total charge: +1
lowest unoccupied orbital energy (spin up / spin down): -0.2955 / -0.2579 hartree

Last column: Mulliken charge in e.
Element x y z (Å)
1 H 0.7184 0.5155 1.5678  0.3452
2 C -3.1104 0.5639 0.8574  -1.3333
3 H -1.7194 1.2945 -0.6437  0.3618
4 C 0.2337 -0.5925 -0.2536  0.3223
5 H 0.4096 -2.7350 -0.2055  0.3727
6 H 3.9000 1.1878 0.1842  0.3044
7 H -3.0651 0.0441 1.8104  0.3393
8 H -0.7623 -0.1858 -2.9018  -0.2634
9 C 0.6431 -1.9221 -0.8972  -1.5603
10 H 0.9942 -1.2422 1.6820  0.4350
11 H 0.0403 -2.1211 -1.7793  0.3912
12 H 1.7136 -1.9022 -1.0847  0.4371
13 H -0.8793 0.1061 -3.5643  0.2511
14 N 2.4844 -0.2380 0.7049  -0.1770
15 H -3.6989 -0.0646 0.1935  0.3460
16 H -3.5970 1.5203 1.0100  0.4009
17 H -1.0788 1.3279 0.9445  0.2968
18 C 2.8792 1.1210 0.5469  -0.7197
19 C -1.6981 0.6953 0.2836  -0.0859
20 H 0.5368 0.2387 -0.9093  0.5424
21 H 2.8285 1.6505 1.5085  0.3542
22 H 2.2180 1.6723 -0.1379  0.3142
23 C 1.1441 -0.3582 1.0590  -0.4241
24 N -1.1343 -0.5760 0.0245  -0.2508

Which one is most stable, and which one is least stable? b) is the most stable of them, while a) is the least stable.

a) The following is a DFT calculation (wB97M-V/def2-TZVPD) of 4 unconnected molecules or ions with the total composition C3H14O3S2.

lowest unoccupied orbital energy: 0.0148 hartree

Last column: Mulliken charge in e.
Element x y z (Å)
1 C 0.2268 1.2790 -0.8149  -0.3438
2 C -0.2494 2.6000 -0.2344  -0.9298
3 H 0.0930 0.4948 -0.1245  0.1083
4 O 0.1225 -3.5848 -0.5421  -0.5741
5 H 2.2567 0.9240 0.1131  0.3211
6 S 2.4362 0.3583 -2.3598  -0.0961
7 H -2.4020 -1.8443 2.7540  0.3155
8 O -2.1993 0.5418 2.5224  -0.6462
9 C 1.8051 1.2527 -0.9702  -0.6183
10 H -0.5650 -3.0599 -0.8878  0.2929
11 H -1.1986 2.2666 0.3504  0.1021
12 H 0.6002 -3.2566 0.1580  0.2852
13 H -2.2954 1.3326 2.1007  0.2767
14 H -0.2143 0.9087 -1.7111  0.4798
15 O -1.7660 -2.0044 2.0113  -0.6919
16 H 0.4469 3.2465 0.3281  0.3568
17 H -2.0118 -0.2726 2.0106  0.4524
18 H -0.6141 3.1654 -1.0668  0.3292
19 H -1.8486 -2.9082 1.9063  0.3057
20 H 1.9607 2.3076 -0.9424  0.3031
21 S 2.9978 -1.5999 -1.7789  -0.1858
22 H 2.4186 -2.1472 -2.8219  0.1573

b) The following is a DFT calculation (wB97M-V/def2-TZVPD) of 4 unconnected molecules or ions with the total composition C3H14O3S2.

lowest unoccupied orbital energy: 0.0150 hartree

Last column: Mulliken charge in e.
Element x y z (Å)
1 H -1.4854 1.6466 0.3624  0.5929
2 H -0.4964 1.1512 -0.9956  0.2445
3 H 3.3553 1.0866 -1.7495  0.2719
4 O -2.6482 -0.2930 1.2852  -0.6081
5 C -0.5406 1.7191 -0.0674  -1.0899
6 O 2.4151 1.2855 -1.5285  -0.6491
7 H 0.2038 -0.7756 -1.8571  0.2246
8 H -0.7790 -1.7973 -0.7606  0.2242
9 H -1.6941 -0.3421 1.4565  0.2019
10 C 0.1270 -1.6834 -1.2745  -0.6407
11 S 1.5106 -1.4821 -0.0313  -0.1161
12 H -3.0969 1.6711 -1.8159  0.3197
13 H 1.9951 0.4647 -1.2169  0.2036
14 H -0.2419 2.7507 -0.3995  0.3116
15 C 0.5459 1.4369 0.9644  -0.5097
16 H 0.3229 2.1547 1.7912  0.3018
17 H -3.2315 0.4894 -0.6906  0.3498
18 H -3.1329 -1.1038 1.6186  0.2787
19 S 0.6460 -0.3200 1.4519  -0.1004
20 O -3.3560 0.7001 -1.6080  -0.6504
21 H 1.4188 1.6112 0.4246  0.4313
22 H 0.2756 -2.5495 -1.8207  0.4082

Which one is most stable, and which one is least stable? b) is the most stable of them, while a) is the least stable.

a) The following is a DFT calculation (wB97M-V/def2-TZVPD) of C9H7N3 in the gas phase.

lowest unoccupied orbital energy: 0.0028 hartree

Last column: Mulliken charge in e.
Element x y z (Å)
1 C -1.6228 -0.9441 -0.4226  -0.2678
2 H -4.6882 -0.1618 0.1290  0.2935
3 H 3.0296 -2.0277 0.6479  0.3790
4 N -2.8531 -1.0202 -0.3228  -0.5043
5 H -1.2414 2.3049 0.2344  0.2253
6 H 0.4157 -1.9599 0.2970  0.1421
7 H 1.0344 2.4134 -0.2592  0.1794
8 H 4.3749 -0.1229 -0.0744  0.4051
9 N -3.0756 1.1773 0.4148  -0.5446
10 C 0.6030 0.2084 -0.0778  0.6094
11 C 1.1123 -1.0106 0.3050  -0.2204
12 C 1.5283 1.3536 -0.1963  -0.1047
13 C 2.6103 -1.0763 0.4673  -0.5460
14 C -3.5205 -0.0144 0.1139  0.0303
15 C 3.3576 0.0000 -0.1343  -0.3408
16 C -1.7690 1.3226 0.1105  -0.0991
17 H -1.2022 -1.9263 -0.8982  0.3384
18 C -0.9386 0.2382 -0.0953  0.5834
19 N 2.8452 1.2460 -0.2389  -0.5580

b) The following is a DFT calculation (wB97M-V/def2-TZVPD) of C9H7N3 in the gas phase.

lowest unoccupied orbital energy (spin up / spin down): -0.0410 / -0.0386 hartree

Last column: Mulliken charge in e.
Element x y z (Å)
1 H 2.9228 -0.0754 0.2877  0.3235
2 H -1.4416 1.6313 -0.4123  0.4605
3 C -4.0596 1.1070 0.2829  0.0874
4 C -3.4864 -0.1322 0.0326  -0.5873
5 H -0.7579 0.7082 0.8485  0.3869
6 C 0.3634 -1.0438 -1.4635  -0.9466
7 H 0.6009 1.1790 -1.6635  0.4911
8 N -4.5029 2.1715 0.3623  -0.4615
9 C 0.1990 0.3937 -1.0767  -0.2176
10 N -3.2400 -2.3773 -0.0927  -0.8609
11 C 2.0982 -0.6464 0.6475  -1.1890
12 N -4.1008 -1.3880 0.0644  0.4172
13 H 1.5346 -0.1505 1.3597  0.3565
14 H 2.3561 -1.5545 0.9973  0.3746
15 C -2.1082 -0.4121 -0.1831  1.0616
16 H -5.0230 -1.5067 0.2217  0.1411
17 C -0.9934 0.6629 -0.1512  -0.7749
18 C -2.0847 -1.8587 -0.2871  0.1256
19 C 1.1641 -0.7314 -0.4771  0.8119

Which one is most stable, and which one is least stable? a) is the most stable of them, while b) is the least stable.